Density functional theory data (wB97M-V/def2-TZVPD) for a single C6H12 molecule.

## Properties
Lowest unoccupied orbital energy: 1.333 eV
Max |F|: 0.0043 Eh/bohr
E: -235.77399 Eh
Spin multiplicity: 1
Energy relative to the best compared isomer or geometry (same formula, charge and spin): 27.8 kcal/mol
HOMO level: -10.1 eV

Last column: natural (NBO) charge in e.
Positions of all 18 atoms, in Å:
1 C 1.85078 0.24434 1.13715  -0.60
2 C 1.54147 -0.00469 -0.33968  -0.40
3 C 0.29256 0.74073 -0.84673  -0.40
4 C -0.96342 -0.11935 -0.80828  -0.22
5 C -2.21699 0.24872 -0.06691  -0.42
6 C -1.37153 -0.89849 0.41212  -0.43
7 H 1.00052 -0.00958 1.77814  0.20
8 H 2.09088 1.29876 1.31753  0.20
9 H 2.70350 -0.35721 1.47001  0.21
10 H 2.41942 0.27351 -0.93439  0.20
11 H 1.38791 -1.07879 -0.50126  0.20
12 H 0.44948 1.05718 -1.88586  0.21
13 H 0.15055 1.66848 -0.27460  0.20
14 H -1.14157 -0.65529 -1.73940  0.21
15 H -2.20113 1.14652 0.54686  0.21
16 H -3.17661 0.04787 -0.53480  0.21
17 H -1.71244 -1.92041 0.27282  0.21
18 H -0.81846 -0.74447 1.33342  0.21